Entry 1:
{
  "formula": "C4H7CoLiO2",
  "method": "ωB97M-V/def2-TZVPD",
  "multiplicity": 4,
  "total_charge": 2,
  "homo_lumo_gap_ev": [9.17, 6.35],
  "e_above_lowest_kcal_mol": 0.0,
  "elements": ["O", "C", "C", "Li", "Co", "H", "H", "H", "C", "C", "O", "H", "H", "H", "H"],
  "xyz": [[-0.114, -0.160, 1.957], [-0.098, 0.717, 0.780], [-1.323, 0.382, 0.094], [-0.541, 2.178, 2.214], [1.268, -1.314, 2.141], [0.791, 0.677, 0.132], [-2.237, 0.707, 0.610], [-1.346, 0.705, -0.951], [-1.112, -1.829, 1.717], [-0.930, -1.745, 0.278], [-0.555, -3.002, 2.209], [-1.836, -1.587, 2.503], [-0.170, -2.354, -0.223], [-1.801, -1.977, -0.339], [-1.084, -3.427, 2.893]],
  "lowdin_spin": [0.07, 0.43, -0.05, 0.03, 2.02, 0.03, 0.00, 0.00, 0.10, 0.26, 0.11, 0.00, 0.01, 0.00, 0.00]
}

---

Entry 2:
{
  "formula": "C4H7CoO3",
  "method": "ωB97M-V/def2-TZVPD",
  "multiplicity": 5,
  "total_charge": 2,
  "homo_lumo_gap_ev": [8.71, 7.97],
  "e_above_lowest_kcal_mol": 0.0,
  "elements": ["O", "C", "H", "H", "O", "C", "C", "O", "C", "Co", "H", "H", "H", "H", "H"],
  "xyz": [[-0.862, -0.934, -2.493], [-0.046, -0.945, -3.397], [-0.333, -1.306, -4.398], [0.954, -0.492, -3.273], [-1.669, -0.240, 0.856], [-1.102, 0.114, 2.031], [0.288, 0.646, 2.084], [0.923, 1.356, 1.241], [1.132, 0.493, 0.049], [-0.814, -0.214, -0.732], [-1.043, -0.715, 2.779], [-1.665, 0.906, 2.585], [0.741, 0.645, 3.085], [1.706, -0.436, 0.150], [1.791, 1.122, -0.567]],
  "lowdin_spin": [0.07, 0.02, 0.00, 0.00, 0.41, 0.04, 0.01, 0.09, 0.34, 2.96, 0.02, 0.01, 0.00, 0.02, 0.02]
}

---

Entry 3:
{
  "formula": "C4H7F",
  "method": "ωB97M-V/def2-TZVPD",
  "multiplicity": 1,
  "homo_lumo_gap_ev": [8.05, 9.07],
  "e_above_lowest_kcal_mol": 74.9,
  "elements": ["C", "C", "C", "C", "F", "H", "H", "H", "H", "H", "H", "H"],
  "xyz": [[0.656, 0.725, -0.735], [1.311, 0.981, 0.597], [-0.768, 0.097, -0.454], [-1.076, -1.263, 0.085], [-1.608, 1.066, -0.013], [0.708, 1.688, -1.191], [1.314, 0.015, -1.211], [1.838, -0.001, 0.948], [1.066, 1.688, 1.437], [-1.920, -1.658, -0.477], [-1.328, -1.385, 1.138], [-0.192, -1.954, -0.124]],
  "nbo_charge": [-0.55, -0.31, 0.45, -0.72, -0.36, 0.23, 0.22, 0.15, 0.19, 0.23, 0.23, 0.23]
}

---

Entry 4:
{
  "formula": "C4H7F2N",
  "method": "ωB97M-V/def2-TZVPD",
  "multiplicity": 1,
  "homo_lumo_gap_ev": [8.63, 6.88],
  "e_above_lowest_kcal_mol": 69.5,
  "elements": ["C", "C", "C", "C", "N", "F", "F", "H", "H", "H", "H", "H", "H", "H"],
  "xyz": [[0.833, -0.912, -0.261], [0.074, 0.013, 0.631], [0.638, -0.360, -1.690], [-1.405, -0.122, 0.813], [0.634, 1.118, 1.033], [0.898, 0.957, -1.882], [-0.647, -0.537, -2.197], [1.866, -1.070, -0.160], [0.553, -1.914, -0.406], [-1.766, 0.896, 0.841], [-1.580, -0.644, 1.664], [-1.771, -0.459, -0.093], [0.018, 1.817, 0.833], [1.657, 1.219, 0.875]],
  "nbo_charge": [-0.57, 0.25, 0.55, -0.65, -0.75, -0.37, -0.38, 0.23, 0.25, 0.19, 0.23, 0.24, 0.37, 0.40]
}

---

It is found that the electronic energy values, taken in the order of the records, are -46164.481 -48006.264 -6974.943 -11182.886 eV.